DFT (ωB97M-V/def2-TZVPD) results for a cluster of 11 separate species, BH24O10 in total at a distorted geometry.

Geometry as ORCA input:
```
! RIJCOSX wB97M-V def2-TZVPD def2/J DEFGRID3
* xyz -1 1
B 29.831 24.177 0.843
H 30.536 24.697 -0.034
H 29.945 22.964 0.807
H 30.126 24.635 1.949
H 28.669 24.356 0.614
O 30.630 22.301 -2.003
H 30.073 22.934 -2.427
H 30.851 22.727 -1.206
O 29.390 24.447 -3.154
H 29.023 25.077 -2.538
H 29.115 24.743 -4.015
O 31.598 21.369 2.696
H 30.730 21.023 2.501
H 31.773 22.230 2.337
O 25.377 24.695 0.246
H 25.942 24.762 -0.548
H 25.667 23.807 0.531
O 26.172 22.182 1.260
H 26.889 22.476 1.820
H 26.702 21.878 0.537
O 31.436 20.013 0.431
H 31.703 20.570 1.146
H 31.034 19.245 0.875
O 27.795 21.876 -0.842
H 28.593 22.169 -0.377
H 27.464 22.591 -1.399
O 28.097 22.920 3.136
H 28.603 22.150 2.862
H 28.718 23.546 2.743
O 27.929 26.369 -1.232
H 28.433 25.819 -0.633
H 27.780 27.116 -0.691
O 27.720 25.704 3.388
H 27.515 26.512 3.938
H 28.604 25.729 3.196
*
```

Values from the calculation:
* HOMO energy: -7.0 eV
* gap between HOMO and LUMO: 9.805 eV
* LUMO: 0.1045 hartree
* electronic energy: -21541.9791 eV

These are the Löwdin partial charges, in e, on atoms 1 to 4: -0.396 -0.015 -0.043 -0.028

---

DFT (ωB97M-V/def2-TZVPD) results for a cluster of 2 separate species, C4H7Cl2NSi in total at a distorted geometry.

Geometry as ORCA input:
```
! RIJCOSX wB97M-V def2-TZVPD def2/J DEFGRID3
* xyz 0 1
C -1.983 2.143 -0.322
C 0.684 -1.744 0.983
C -1.527 1.967 0.935
C 1.292 -1.489 -0.433
N -2.460 2.294 -1.400
Si 0.654 0.104 -1.266
Cl 1.991 1.535 -0.934
Cl -0.545 0.374 -2.846
H -0.306 -2.046 0.642
H 1.109 -2.614 1.458
H 0.576 -0.885 1.611
H -2.004 1.330 1.573
H -1.052 2.741 1.374
H 1.215 -2.440 -0.894
H 2.355 -1.272 -0.480
*
```

Values from the calculation:
* HOMO energy (spin up / spin down): -8.7 / -6.8 eV
* gap between HOMO and LUMO (spin up / spin down): 8.322 / 5.639 eV
* LUMO (spin up / spin down): -0.0139 / -0.0443 hartree
* electronic energy: -38672.5952 eV

These are the Löwdin partial charges, in e, on atoms 1 to 4: -0.405 -0.150 0.014 -0.394

---

DFT (ωB97M-V/def2-TZVPD) results for a cluster of 8 separate species, C27H65Br3N4O in total at a distorted geometry.

Geometry as ORCA input:
```
! RIJCOSX wB97M-V def2-TZVPD def2/J DEFGRID3
* xyz 0 1
N -32.246 -0.306 32.462
H -33.154 0.091 32.670
H -31.502 -0.099 33.179
H -31.806 -0.093 31.554
H -32.493 -1.312 32.404
C -29.413 -1.430 35.035
C -29.088 -0.005 34.567
C -27.856 -0.049 33.615
O -30.185 0.561 33.968
H -30.174 -1.487 35.820
H -28.522 -1.957 35.400
H -29.858 -2.002 34.214
H -28.761 0.600 35.432
H -27.623 0.953 33.264
H -28.044 -0.775 32.822
H -26.985 -0.432 34.164
C -39.362 2.950 30.471
C -39.078 1.452 30.258
C -37.566 1.270 30.224
N -37.117 -0.095 29.758
C -37.766 -1.222 30.510
C -37.268 -0.282 28.256
C -35.895 0.172 27.649
C -35.026 0.560 28.828
C -35.643 -0.240 29.978
H -38.703 3.594 29.887
H -39.194 3.228 31.513
H -40.390 3.205 30.218
H -39.521 1.231 29.284
H -39.523 0.856 31.050
H -37.191 1.419 31.239
H -37.104 1.989 29.552
H -37.517 -2.159 30.020
H -38.837 -1.100 30.347
H -37.476 -1.226 31.555
H -37.296 -1.353 28.080
H -38.149 0.247 27.913
H -35.449 -0.646 27.089
H -36.059 1.003 26.963
H -33.962 0.342 28.700
H -34.969 1.620 29.089
H -35.353 -1.280 29.822
H -35.370 0.090 30.966
C -37.754 -5.322 37.155
C -36.553 -4.763 36.396
C -36.080 -3.460 37.020
N -35.109 -2.742 36.104
C -35.699 -2.353 34.787
C -33.846 -3.550 35.835
C -32.783 -2.506 35.572
C -33.134 -1.316 36.490
C -34.616 -1.483 36.815
H -38.650 -4.732 36.942
H -37.625 -5.399 38.233
H -38.044 -6.295 36.752
H -36.833 -4.708 35.345
H -35.743 -5.496 36.408
H -35.630 -3.622 37.997
H -36.842 -2.688 37.144
H -36.670 -1.890 34.960
H -35.666 -3.260 34.192
H -35.117 -1.588 34.289
H -33.927 -4.320 35.075
H -33.619 -3.924 36.838
H -32.722 -2.149 34.544
H -31.771 -2.849 35.782
H -33.040 -0.420 35.876
H -32.501 -1.213 37.366
H -35.200 -0.662 36.398
H -34.838 -1.539 37.879
C -28.080 5.446 28.814
C -29.341 5.782 29.604
C -30.530 4.979 29.075
N -31.617 4.801 30.114
C -32.224 6.123 30.509
C -31.114 4.064 31.363
C -32.382 3.500 31.996
C -33.331 3.213 30.848
C -32.675 3.868 29.626
H -27.151 5.762 29.297
H -28.065 5.888 27.819
H -27.876 4.374 28.740
H -29.468 6.858 29.463
H -29.237 5.636 30.677
H -30.268 3.950 28.828
H -30.994 5.452 28.210
H -32.468 6.586 29.556
H -31.423 6.623 31.047
H -33.111 6.036 31.127
H -30.601 4.813 31.961
H -30.412 3.255 31.155
H -32.769 4.305 32.634
H -32.264 2.709 32.734
H -34.386 3.468 30.943
H -33.378 2.131 30.701
H -33.496 4.300 29.049
H -32.161 3.147 28.995
Br -34.961 1.299 33.599
Br -31.068 0.528 29.276
Br -33.646 -3.312 31.810
*
```

Values from the calculation:
* HOMO energy: -5.5 eV
* gap between HOMO and LUMO: 5.583 eV
* LUMO: 0.0013 hartree
* electronic energy: -247187.7440 eV

These are the Löwdin partial charges, in e, on atoms 1 to 4: 0.177 -0.092 0.044 -0.051

---

DFT (ωB97M-V/def2-TZVPD) results for a cluster of 2 separate species, C10H16 in total at a distorted geometry.

Geometry as ORCA input:
```
! RIJCOSX wB97M-V def2-TZVPD def2/J DEFGRID3
* xyz 0 1
C -2.387 -0.884 -0.641
C 0.545 -0.035 1.629
C 0.505 1.375 1.578
C -0.505 -0.730 1.020
C -1.556 -0.102 0.356
C -0.521 2.062 0.926
C -1.532 1.305 0.443
H 1.479 -0.451 2.130
H 1.346 1.834 2.065
H -0.558 -1.790 1.264
H -0.371 3.114 0.697
H -1.837 -1.228 -1.509
H -3.107 -0.232 -1.158
H -2.440 1.771 0.032
H -2.987 -1.680 -0.242
C 2.096 -0.809 -1.079
C 1.286 -1.980 -1.667
C 1.437 0.576 -1.270
H 2.230 -1.048 -0.001
H 3.113 -1.078 -1.362
H 0.259 -1.548 -1.888
H 1.491 1.213 -0.416
H 1.922 1.126 -2.068
H 0.912 -2.751 -0.984
H 1.556 -2.464 -2.618
H 0.365 0.453 -1.717
*
```

Values from the calculation:
* HOMO energy: -8.9 eV
* gap between HOMO and LUMO: 9.938 eV
* SMILES string: Cc1ccccc1.CCC
* LUMO: 0.0391 hartree
* electronic energy: -10627.7589 eV

These are the Löwdin partial charges, in e, on atoms 1 to 4: -0.046 -0.106 -0.127 -0.079

---

DFT (ωB97M-V/def2-TZVPD) results for a structure of composition C24H54F3N4O4PbS2 at a distorted geometry.

Geometry as ORCA input:
```
! RIJCOSX wB97M-V def2-TZVPD def2/J DEFGRID3
* xyz 3 1
Pb -2.181 -2.215 1.763
F -0.353 -1.134 0.830
C -3.742 4.341 3.866
C -3.859 3.502 2.589
C -2.936 4.060 1.511
N -2.778 3.105 0.311
C -1.774 2.026 0.589
C -2.265 3.894 -0.876
C -2.586 3.041 -2.113
C -3.915 2.346 -1.699
C -4.148 2.652 -0.239
H -2.707 4.224 4.186
H -4.429 4.144 4.684
H -3.941 5.385 3.611
H -4.851 3.436 2.148
H -3.547 2.477 2.824
H -1.915 4.328 1.773
H -3.531 4.860 1.072
H -1.949 1.704 1.620
H -0.749 2.365 0.493
H -1.984 1.104 0.050
H -1.225 4.163 -0.706
H -2.833 4.820 -0.959
H -1.757 2.386 -2.383
H -2.714 3.668 -2.993
H -3.870 1.268 -1.826
H -4.690 2.811 -2.303
H -4.429 1.797 0.373
H -4.806 3.487 -0.008
C 0.433 -0.396 -4.907
C 0.716 -1.074 -3.587
C 1.750 -2.178 -3.819
N 1.895 -3.186 -2.674
C 2.318 -2.492 -1.414
C 2.958 -4.259 -2.912
C 2.271 -5.564 -2.537
C 1.092 -5.185 -1.625
C 0.611 -3.947 -2.362
H 1.306 -0.021 -5.439
H -0.172 0.500 -4.724
H -0.229 -0.885 -5.624
H -0.149 -1.462 -3.052
H 1.254 -0.372 -2.946
H 2.766 -1.794 -3.909
H 1.546 -2.887 -4.623
H 1.587 -1.685 -1.318
H 3.306 -2.042 -1.406
H 2.157 -3.127 -0.549
H 3.795 -4.030 -2.255
H 3.440 -4.265 -3.889
H 2.981 -6.229 -2.053
H 1.795 -6.016 -3.407
H 1.403 -5.052 -0.587
H 0.331 -5.962 -1.577
H -0.025 -3.224 -1.860
H 0.159 -4.218 -3.316
C 2.883 -2.561 3.764
C 2.486 -1.430 2.818
C 3.127 -0.128 3.311
N 2.771 1.115 2.516
C 1.302 1.407 2.767
C 3.505 2.353 3.065
C 4.536 2.731 2.017
C 3.934 2.242 0.703
C 3.173 0.963 1.064
H 2.498 -3.557 3.552
H 2.738 -2.318 4.816
H 3.961 -2.751 3.709
H 1.404 -1.276 2.805
H 2.828 -1.604 1.799
H 4.210 -0.147 3.144
H 3.043 0.067 4.379
H 1.017 2.351 2.316
H 1.189 1.257 3.835
H 0.780 0.631 2.200
H 2.820 3.189 3.191
H 3.804 2.016 4.055
H 4.738 3.798 2.055
H 5.474 2.225 2.256
H 3.233 2.963 0.272
H 4.647 2.118 -0.110
H 2.262 0.721 0.519
H 3.855 0.116 1.006
N -3.553 -2.286 -0.117
S -3.162 -1.958 -1.732
O -4.038 -1.057 -2.392
O -2.429 -2.989 -2.356
F -2.119 -0.807 -1.297
S -5.120 -2.466 -0.193
O -5.537 -3.616 -0.903
O -5.903 -1.297 0.005
F -5.188 -3.006 1.348
*
```

Values from the calculation:
* HOMO energy: -17.9 eV
* gap between HOMO and LUMO: 8.220 eV
* LUMO: -0.3566 hartree
* electronic energy: -74958.5611 eV

These are the Löwdin partial charges, in e, on atoms 1 to 4: 1.585 -0.664 -0.068 -0.234